No. 1
Below is a molecular structure, C38H59BCl2N7OS2TeTi in a non-equilibrium geometry, with properties calculated with ωB97M-V/def2-TZVPD.

```
112
Properties=species:S:1:pos:R:3:forces:R:3
Ti 2.53402 -0.78809 0.21474 1.12 -1.15 -0.50
C 3.28598 0.69383 -4.35898 0.02 -0.01 0.00
C 2.77916 0.87449 -2.93310 -0.01 0.00 0.00
C 2.27226 2.30041 -2.70381 -0.04 0.00 -0.01
C 1.65951 -0.07370 -2.62209 0.06 -0.10 0.05
C 0.93734 -0.84649 -3.52522 -0.04 0.03 -0.03
C -0.06766 -1.43307 -2.78128 -0.01 0.03 -0.04
C -1.06063 -2.40345 -3.35431 -0.01 0.01 -0.02
C -1.52688 -3.41840 -2.32390 -0.01 -0.03 0.00
C -2.19428 -1.69996 -4.10638 -0.03 -0.01 -0.01
N 0.02722 -1.02286 -1.49817 -0.01 0.00 0.00
N 1.16129 -0.23920 -1.39404 -0.20 0.08 -0.05
B -1.29748 -0.49621 -0.69247 0.04 0.03 -0.07
N -1.08303 1.02861 -0.54900 -0.16 0.03 0.03
N -0.21790 1.51756 0.37024 -0.03 0.02 0.00
C -0.25897 2.83503 0.27958 -0.02 0.03 0.01
C -1.16587 3.22691 -0.72751 0.02 0.01 -0.04
C -1.66410 2.04366 -1.23703 0.08 0.02 -0.02
C -2.57837 1.85948 -2.41326 0.00 0.00 0.01
C -3.73392 2.85802 -2.38710 0.01 0.01 0.00
C -1.78548 1.96907 -3.71938 0.00 -0.03 -0.01
C 0.59543 3.68818 1.17792 -0.02 0.03 0.04
C -0.04084 5.04823 1.45161 0.00 0.00 0.00
C 2.00778 3.86438 0.61866 -0.02 -0.03 0.03
N -1.77175 -1.10138 0.66034 -0.01 0.00 -0.01
N -1.10441 -0.75132 1.80392 0.05 -0.09 0.00
C -1.95727 -0.84949 2.80176 0.01 0.02 0.00
C -3.20965 -1.27705 2.33186 -0.01 -0.06 0.03
C -3.07597 -1.42121 0.97570 -0.01 0.01 0.00
C -4.26607 -1.93887 0.18328 0.00 0.03 -0.01
C -4.32163 -3.47341 0.16414 -0.01 0.02 0.01
C -4.58638 -1.34915 -1.18805 0.02 -0.04 -0.01
C -1.72661 -0.36119 4.20693 -0.01 0.02 -0.01
C -2.24844 1.07895 4.30631 0.02 0.00 0.02
C -0.29239 -0.42741 4.69859 0.05 0.04 0.02
H 4.09930 1.39647 -4.55354 0.00 0.00 0.00
H 2.49567 0.88842 -5.09043 0.00 0.01 0.01
H 3.66660 -0.31736 -4.51759 0.00 0.00 0.00
H 3.59712 0.66736 -2.24671 0.02 0.04 0.05
H 1.42978 2.51540 -3.36919 0.00 0.00 0.00
H 3.05990 3.03076 -2.90476 0.02 0.00 0.01
H 1.92540 2.42802 -1.67909 0.01 -0.02 -0.04
H 1.12129 -0.98450 -4.57782 0.01 -0.01 0.00
H -0.49081 -2.95485 -4.11033 0.03 0.02 0.01
H -2.08987 -2.93168 -1.53360 -0.03 0.02 0.07
H -0.66199 -3.90010 -1.86506 -0.01 -0.02 -0.04
H -2.15756 -4.18305 -2.78554 -0.02 0.01 0.01
H -2.77883 -1.05849 -3.44993 0.02 -0.01 -0.02
H -2.86544 -2.43507 -4.55949 0.00 0.00 0.01
H -1.78627 -1.07142 -4.90008 0.00 -0.01 -0.01
H -2.18167 -0.69839 -1.46410 0.02 -0.03 0.02
H -1.41529 4.22731 -1.04359 -0.01 0.00 0.01
H -2.99554 0.85444 -2.36557 -0.03 -0.01 0.02
H -3.36315 3.88211 -2.47420 0.00 0.00 0.00
H -4.29155 2.78549 -1.45205 -0.01 -0.01 0.00
H -4.42028 2.67692 -3.21896 0.01 0.00 -0.01
H -1.34327 2.96433 -3.81051 0.00 0.00 0.01
H -2.43024 1.79362 -4.58655 0.00 0.00 0.00
H -0.97364 1.23865 -3.73726 -0.01 0.02 0.00
H 0.68778 3.15962 2.12896 0.02 0.03 0.00
H -0.09141 5.64747 0.53660 -0.01 0.00 -0.01
H 0.55897 5.59396 2.18176 0.00 -0.01 0.01
H -1.05584 4.94277 1.84167 0.00 0.00 0.01
H 2.45808 2.89251 0.41347 -0.10 0.04 -0.01
H 2.63905 4.38029 1.34558 -0.01 0.01 0.02
H 1.98136 4.43278 -0.31810 0.01 0.02 0.01
H -4.10313 -1.46384 2.90935 0.00 0.01 0.00
H -5.09992 -1.63369 0.82276 -0.02 0.01 -0.01
H -3.46119 -3.91667 -0.33240 0.07 0.01 -0.05
H -5.22303 -3.81106 -0.35718 0.00 0.00 0.01
H -4.34511 -3.85890 1.18399 0.03 -0.01 0.00
H -3.97034 -1.77459 -1.97681 0.00 0.00 0.02
H -4.45801 -0.26645 -1.19670 -0.01 -0.01 0.00
H -5.62935 -1.57279 -1.43182 0.00 -0.01 0.00
H -2.34475 -0.99138 4.85840 -0.01 -0.01 -0.01
H -1.69087 1.71491 3.61499 0.01 0.00 0.01
H -2.11500 1.47215 5.31790 -0.01 0.00 0.00
H -3.30629 1.13902 4.04250 0.00 0.00 -0.01
H 0.32495 0.29943 4.17456 -0.08 -0.06 0.04
H 0.13910 -1.41039 4.53233 0.08 -0.14 -0.02
H -0.25214 -0.20025 5.76748 0.00 0.00 0.00
S 4.30662 -2.47755 0.61096 -0.03 0.20 -0.29
C 2.42221 -2.28057 1.56688 -0.32 0.25 0.49
N 1.38546 -2.74611 0.88655 0.16 0.60 0.19
C 0.61571 -3.58649 1.66269 -0.13 -0.09 -0.09
C -0.54467 -4.24473 1.26234 -0.02 0.05 -0.02
C -1.22221 -5.04874 2.16492 -0.02 0.00 -0.01
C -0.75999 -5.21880 3.46771 0.03 0.01 0.01
C 0.39976 -4.57399 3.88284 -0.04 -0.02 0.02
C 1.07301 -3.76797 2.98212 0.02 0.05 -0.01
S 2.49504 -2.78222 3.24824 -0.04 -0.04 -0.01
H -0.91144 -4.09607 0.25662 -0.01 0.01 0.03
H -2.13282 -5.54568 1.85128 -0.01 0.00 0.00
H -1.30722 -5.84374 4.16290 0.00 0.00 0.00
H 0.76152 -4.68751 4.89788 0.00 0.00 0.00
Te 3.76616 -2.55547 -1.71115 -0.06 0.01 -0.02
Cl 2.00294 0.74162 2.44156 -0.31 0.39 0.20
C 3.10078 1.11932 3.71376 0.01 -0.48 -0.26
Cl 3.32557 4.02510 4.43166 0.02 0.04 -0.04
H 4.13647 1.21173 3.44758 0.01 0.11 0.07
H 2.74681 0.87275 4.69883 0.00 0.10 0.03
C 5.76324 0.66903 1.24317 0.00 -0.01 -0.02
C 4.64134 1.45090 0.57830 0.05 0.05 0.02
C 5.18881 2.37568 -0.49978 0.00 0.00 -0.01
O 3.68316 0.59296 0.00110 -0.16 0.03 0.23
H 6.44879 1.36149 1.73803 0.00 0.00 -0.01
H 6.31024 0.08387 0.50074 -0.01 -0.02 0.00
H 5.37157 -0.02653 1.98446 0.00 0.00 0.01
H 4.13542 2.06392 1.33423 0.06 -0.02 0.00
H 5.63944 1.78340 -1.30095 0.01 0.00 0.00
H 5.94968 3.03728 -0.08025 -0.01 0.01 0.01
H 4.39199 2.98894 -0.91911 -0.01 0.00 -0.02
```
Positions in Å, forces in eV/Å.

Properties
* <S²>: 0.756
* Kohn-Sham gap (spin up / spin down): 5.626 / 5.646 eV
* total charge: -2
* spin multiplicity: 2
* maximum force: 1.679 eV Å⁻¹
* E_tot: -130647.3242 eV
* energy relative to the best compared isomer or geometry (same formula, charge and spin): 0.0 kJ/mol


No. 2
Below is a molecular structure, C40H44N4SV in a non-equilibrium geometry, with properties calculated with ωB97M-V/def2-TZVPD.

```
90
Properties=species:S:1:pos:R:3:forces:R:3
V -0.10307 -0.17708 -0.25853 -1.80 0.49 2.81
N 0.50487 -2.95152 2.96378 -0.93 -0.34 1.84
N -0.02606 -2.26080 -1.80770 1.21 0.93 4.52
C 0.67658 1.85999 -0.56498 0.35 -0.15 0.84
C 1.77318 0.97010 -0.23898 -0.35 0.69 0.83
C 1.61790 0.59525 1.13715 0.62 0.41 -0.36
C 2.54385 -0.25510 1.96964 1.22 1.44 0.18
H 3.34450 -0.68295 1.35609 -0.09 0.14 0.24
H 1.99413 -1.13144 2.41366 0.37 0.38 0.19
H 2.96482 0.31893 2.79542 0.32 0.33 0.11
C 0.46779 1.25260 1.65862 0.08 0.49 -0.93
C -0.03312 1.10145 3.05183 -0.26 0.03 0.28
H 0.40135 1.87577 3.70192 -0.08 -0.12 0.01
H 0.22223 0.12210 3.47822 0.05 0.13 -0.21
H -1.12630 1.19870 3.09981 0.24 0.03 -0.06
C -0.09301 2.05925 0.63325 1.34 -0.35 -0.11
C -1.19972 3.03286 0.82184 -0.46 -0.06 0.03
H -2.05912 2.54720 1.30204 0.07 0.11 -0.10
H -1.53257 3.46022 -0.13001 0.01 -0.10 0.13
H -0.88478 3.86690 1.46855 -0.01 -0.20 -0.13
C 2.88100 0.56220 -1.13970 0.47 0.04 -0.21
H 3.75752 1.21443 -1.00698 -0.04 -0.12 -0.08
H 2.58686 0.62490 -2.19299 0.02 -0.07 0.12
H 3.20433 -0.46483 -0.93934 -0.05 0.06 -0.09
C 0.51101 2.61845 -1.82918 -0.12 0.32 -0.37
H -0.55407 2.73714 -2.06166 0.20 0.01 -0.12
H 0.98489 2.10010 -2.66932 -0.15 0.07 0.04
H 0.95524 3.62539 -1.76742 -0.06 -0.16 -0.02
C -0.19537 -3.78551 3.72263 -1.10 -0.90 -0.05
H 0.21322 -3.90648 4.73276 -0.31 -0.37 -0.26
C -1.36940 -4.42968 3.28442 0.62 0.08 0.86
H -1.89650 -5.10802 3.97052 0.18 0.38 -0.37
C -1.82679 -4.19351 1.97275 0.51 0.34 0.34
H -2.76279 -4.64314 1.63633 0.36 -0.07 -0.10
C -1.11226 -3.32850 1.16919 0.77 1.93 0.22
H -1.41254 -3.08480 0.12505 0.36 -0.11 1.04
C 0.01747 -2.58020 1.78961 0.83 -1.47 -1.15
C 1.01858 -1.60192 1.29617 -4.62 -3.03 -5.66
H 1.65797 -2.21095 0.58344 -0.06 0.82 0.85
C -0.23029 -1.01226 -2.19424 -0.72 -1.09 0.13
C 0.41526 -3.03814 -2.75429 -0.22 -0.78 -2.38
H 0.87131 -3.99429 -2.45077 -0.56 0.28 -0.89
C 0.22214 -2.35551 -3.94929 -0.07 -0.41 1.58
H 0.26002 -2.75033 -4.92446 -0.04 0.13 -0.98
N -0.22920 -1.07997 -3.54905 0.57 -0.68 -0.55
C -0.46488 0.04949 -4.34901 0.29 -1.48 0.73
C 0.51685 0.34614 -5.24427 0.04 1.97 -1.48
C 0.32011 1.50610 -6.03366 -0.06 -0.63 0.47
H 1.11064 1.77701 -6.74336 -0.41 0.09 0.16
C -0.83475 2.28079 -5.88033 -0.26 -0.39 0.61
C -1.06500 3.48521 -6.73496 -0.04 0.30 -0.24
H -1.60589 4.25542 -6.17162 0.14 -0.07 -0.19
H -1.66560 3.23077 -7.62049 0.13 0.10 0.16
H -0.10933 3.89507 -7.07962 -0.21 0.05 0.00
C -1.80349 1.92388 -4.91295 0.83 -0.58 -0.04
H -2.70289 2.54254 -4.76814 0.47 -0.32 -0.13
C -1.61184 0.76906 -4.11889 -1.11 1.64 -0.98
C -2.65238 0.36838 -3.12125 -0.53 0.26 0.35
H -2.92806 -0.69099 -3.18445 0.26 0.14 0.01
H -3.56654 0.95682 -3.28105 0.17 -0.08 -0.11
H -2.32790 0.55846 -2.08794 0.01 -0.22 -0.24
C 1.77878 -0.43765 -5.34120 0.92 -0.07 -0.51
H 1.63300 -1.49153 -5.62100 0.13 0.61 0.12
H 2.36585 -0.41898 -4.40419 -0.39 -0.08 -0.29
H 2.39005 0.02990 -6.12232 0.08 -0.11 0.13
N -1.75279 -0.17783 0.15397 -0.74 -1.21 -0.38
S -3.32588 -0.80862 3.06699 -0.17 -0.02 -0.78
C -3.03125 -1.60720 4.59390 0.73 0.14 1.08
C -3.87433 -2.64657 4.98680 -0.54 0.15 -0.80
C -3.57288 -3.42187 6.08667 0.59 -0.16 0.76
C -2.40726 -3.15442 6.83169 -0.46 -0.05 -0.39
C -1.57208 -2.10183 6.46119 0.05 0.31 0.06
C -1.87763 -1.30843 5.35504 -0.86 -0.68 -0.20
C -3.82268 0.83792 3.44612 -0.22 0.61 0.62
C -4.50235 1.54362 2.43404 0.22 -0.27 0.15
C -4.86312 2.87314 2.62446 0.05 -0.16 0.07
C -4.55855 3.51137 3.82951 -0.08 0.34 -0.02
C -3.89724 2.82295 4.84219 0.05 -0.69 -0.10
C -3.53946 1.47306 4.66897 -0.44 0.58 -0.78
H -2.75908 -0.39937 0.38244 1.68 0.67 -0.26
H -4.77118 -2.83642 4.36544 0.63 0.03 0.52
H -4.22901 -4.24521 6.37841 0.20 0.26 -0.09
H -2.15969 -3.77315 7.69288 -0.04 0.13 -0.18
H -0.66489 -1.88178 7.03326 -0.34 -0.15 -0.17
H -1.25214 -0.48170 5.04771 0.16 -0.14 0.00
H -4.73398 1.01459 1.50490 0.07 0.29 0.25
H -5.38811 3.40818 1.82805 0.19 -0.17 0.30
H -4.84891 4.55872 3.97837 0.16 -0.45 -0.07
H -3.65374 3.31752 5.78256 -0.10 -0.08 -0.22
H -3.05053 0.91660 5.45300 0.05 0.10 0.10
```
Positions in Å, forces in eV/Å.

Properties
* <S²>: 2.044
* Kohn-Sham gap (spin up / spin down): 5.513 / 5.908 eV
* total charge: -1
* spin multiplicity: 3
* maximum force: 7.906 eV Å⁻¹
* E_tot: -84672.4495 eV


No. 3
Below is 4 unconnected molecules or ions with the total composition C16H37Cl2O6, with properties calculated with ωB97M-V/def2-TZVPD.

```
61
Properties=species:S:1:pos:R:3:forces:R:3
C 3.18649 1.09121 2.94857 0.15 0.01 -0.10
C 2.19815 2.07064 2.34662 0.02 -0.08 0.26
Cl 2.26498 1.97070 0.53038 0.01 -0.02 -0.22
C 0.76519 1.88469 2.86311 -0.11 -0.04 -0.05
C 0.26031 0.47291 3.07252 0.23 0.09 0.14
Cl -0.37205 -0.11543 1.40704 -0.16 -0.19 -0.15
H 3.59847 1.50735 3.87073 -0.05 -0.01 0.11
H 4.01051 0.88752 2.26899 0.09 0.05 0.00
H 2.67051 0.16096 3.17477 -0.05 -0.06 0.00
H 2.51484 3.09448 2.53622 -0.01 0.07 -0.07
H 0.77504 2.32820 3.86874 -0.01 0.05 0.05
H 0.11403 2.51481 2.23593 -0.02 0.14 0.01
H -0.67756 0.57558 3.62440 -0.10 -0.05 0.01
C 1.17308 3.22004 -3.19040 -0.02 -0.02 0.01
O -0.19064 3.25291 -3.57474 -0.02 0.05 -0.02
C -0.53448 2.30944 -4.57129 0.02 0.05 0.02
C -1.12956 1.04167 -3.99107 0.00 -0.06 0.02
O -0.19432 0.31373 -3.23071 0.07 0.02 0.02
C -0.30708 0.52155 -1.82063 -0.02 -0.05 -0.10
H 1.27198 3.82867 -2.29399 0.00 0.01 0.00
H 1.50257 2.20561 -2.96110 0.02 0.00 0.00
H 1.80907 3.63715 -3.98129 0.00 -0.02 -0.01
H 0.34371 2.05369 -5.17567 0.02 0.00 -0.01
H -1.27134 2.78517 -5.22802 -0.01 -0.03 0.00
H -1.46194 0.40072 -4.81643 -0.02 0.03 0.00
H -2.00892 1.29364 -3.38686 -0.01 0.00 0.00
H -1.19580 0.02232 -1.42649 -0.01 0.01 -0.02
H -0.35257 1.58344 -1.57659 -0.01 0.01 0.06
H 0.56920 0.09124 -1.34520 0.00 -0.02 -0.01
C 5.59839 -2.13128 2.38106 -0.06 -0.01 -0.06
O 4.22114 -1.90933 2.19783 0.10 -0.05 0.14
C 3.63037 -2.66799 1.16019 -0.05 0.15 -0.10
C 2.83879 -3.83215 1.70484 -0.09 -0.06 0.03
O 3.66341 -4.77868 2.37650 0.06 0.01 0.00
C 3.64196 -4.63305 3.78226 0.02 -0.01 -0.01
H 5.88295 -1.63498 3.30825 0.01 0.02 0.00
H 5.83345 -3.19767 2.45840 0.02 -0.01 0.00
H 6.18158 -1.69697 1.55907 0.02 -0.03 -0.01
H 4.39539 -3.02177 0.45913 0.01 -0.02 0.01
H 2.94579 -2.00680 0.62073 0.00 0.01 0.00
H 2.34691 -4.34911 0.87563 0.01 0.00 0.01
H 2.06380 -3.45535 2.37854 -0.02 0.02 -0.01
H 2.68455 -4.96801 4.19775 -0.01 0.03 0.00
H 3.81181 -3.59665 4.08241 -0.01 0.00 0.01
H 4.43800 -5.25900 4.18541 -0.01 -0.02 0.00
C -3.83948 0.25606 0.15665 0.05 0.08 0.04
O -4.89277 1.18898 -0.07248 -0.10 -0.11 -0.04
C -4.87542 1.75283 -1.36559 0.07 0.09 0.09
C -5.90052 1.12081 -2.28183 -0.03 -0.03 -0.04
O -5.62108 -0.24073 -2.55688 0.01 -0.01 -0.04
C -6.33513 -1.14464 -1.73920 0.03 0.00 0.03
H -4.03727 -0.22848 1.10993 0.00 0.02 0.02
H -3.80140 -0.50100 -0.63109 0.01 -0.01 -0.01
H -2.87114 0.75730 0.22550 -0.01 -0.02 0.00
H -3.87764 1.66825 -1.80932 0.01 0.00 0.00
H -5.10947 2.81897 -1.26830 0.01 0.00 -0.03
H -5.90162 1.65330 -3.23867 0.01 0.00 0.02
H -6.89725 1.22061 -1.83681 -0.02 0.00 0.00
H -7.39730 -1.16672 -2.01354 0.00 0.02 0.02
H -6.24355 -0.88822 -0.68157 -0.02 -0.01 0.00
H -5.90912 -2.13316 -1.90236 -0.01 -0.01 -0.02
```
Positions in Å, forces in eV/Å.

Properties
* Kohn-Sham gap: 5.147 eV
* total charge: -1
* maximum force: 0.285 eV Å⁻¹
* E_tot: -54517.9067 eV